{
  "formula": "C2H4Cl2OS",
  "method": "wB97M-V/def2-TZVPD",
  "gap_ev": 9.666,
  "e_tot_ha": -1472.3352,
  "total_charge": 0,
  "smiles": "C=C(Cl)Cl.OS",
  "relative_energy_kj_mol": 116.8,
  "elements": ["Cl", "Cl", "S", "O", "C", "C", "H", "H", "H", "H"],
  "coordinates": [[-1.159853, 0.965398, -0.553316], [-0.000891, 3.554367, -0.074673], [-0.199421, -2.644942, 1.111845], [-1.713745, -2.786918, 1.765422], [1.176366, 1.766310, -1.638229], [0.074249, 2.026401, -0.907138], [1.813812, 2.684422, -1.761079], [1.366295, 0.961123, -2.303829], [-1.710470, -2.582696, 2.719913], [0.353658, -3.943464, 1.641084]],
  "forces_ev_per_a": [[-1.0, -0.9, 0.1], [-0.3, -0.1, 0.0], [0.9, -2.4, 1.3], [-0.3, 0.1, 0.4], [-0.7, 2.8, 0.3], [2.5, 0.3, -0.6], [-0.4, -1.3, 0.2], [-0.2, -0.9, 0.0], [0.2, 0.0, -0.6], [-0.9, 2.3, -1.1]]
}

***

{
  "formula": "C2H4Cl3F",
  "method": "wB97M-V/def2-TZVPD",
  "gap_ev": 10.703,
  "e_tot_ha": -1558.9743,
  "total_charge": 0,
  "relative_energy_kj_mol": 51.2,
  "elements": ["Cl", "Cl", "Cl", "F", "C", "C", "H", "H", "H", "H"],
  "coordinates": [[1.691832, -1.178095, -0.539635], [0.602720, 1.550923, -0.320401], [-3.049504, -0.115020, -0.241125], [-0.788692, -1.202892, 0.360293], [-1.283676, -0.197016, -0.403866], [1.456371, 0.234894, 0.495470], [-0.875649, 0.757504, -0.065795], [2.433391, 0.601896, 0.800442], [-1.055916, -0.382789, -1.445040], [0.869119, -0.069402, 1.359658]],
  "forces_ev_per_a": [[0.7, 0.2, -0.2], [3.9, 2.8, -0.4], [-0.3, -0.2, 0.0], [-0.6, -0.6, 0.5], [-1.9, -0.3, 0.1], [0.3, -0.3, 0.4], [-2.1, -1.7, 0.1], [-0.2, 0.0, -0.1], [0.1, -0.1, -0.2], [0.1, 0.1, -0.2]]
}

***

{
  "formula": "C2H4Cl3N2",
  "method": "wB97M-V/def2-TZVPD",
  "gap_ev": 6.830,
  "e_tot_ha": -1568.3516,
  "total_charge": 1,
  "relative_energy_kj_mol": 196.5,
  "elements": ["Cl", "Cl", "Cl", "N", "N", "C", "C", "H", "H", "H", "H"],
  "coordinates": [[0.248690, -1.662096, 2.667906], [-1.166807, 0.775507, 3.348524], [1.296018, -1.287346, -0.705033], [-0.602916, 0.248980, -0.096752], [0.254940, 0.263773, -2.320533], [0.224653, -0.122846, -0.993875], [0.049005, -0.070326, 2.530787], [-0.366376, 0.836148, -2.833867], [0.516249, 0.427383, 1.728954], [-1.278033, 0.929991, -0.407858], [0.824578, -0.339167, -2.918252]],
  "forces_ev_per_a": [[0.1, -0.3, 0.5], [1.4, -0.9, -0.5], [2.8, -2.7, 1.1], [0.5, 0.0, 0.8], [1.6, -1.5, 0.4], [-3.5, 2.8, -2.6], [-2.7, 0.3, 0.5], [-0.9, 0.7, 0.3], [1.0, 0.9, -0.6], [-0.1, 0.2, -0.2], [-0.3, 0.5, 0.3]]
}

***

{
  "formula": "C2H4Cl3P",
  "method": "wB97M-V/def2-TZVPD",
  "gap_ev": [8.029, 8.475],
  "multiplicity": 3,
  "e_tot_ha": -1800.3711,
  "total_charge": 0,
  "relative_energy_kj_mol": 0.0,
  "elements": ["Cl", "Cl", "Cl", "P", "C", "C", "H", "H", "H", "H"],
  "coordinates": [[-1.536886, -1.814301, -0.186536], [1.988082, 0.838438, -0.672730], [1.525123, -1.935371, 0.022610], [-1.426951, 1.141358, -0.802113], [-1.351877, -0.225862, 0.335702], [1.517375, -0.285702, 0.519882], [-0.668878, 0.569004, -1.825453], [-1.598091, -0.050826, 1.376482], [1.919984, -0.126453, 1.507886], [-0.367882, 1.889716, -0.275729]],
  "forces_ev_per_a": [[-0.7, -0.5, -0.2], [0.4, 0.0, 0.1], [0.4, 0.4, 0.2], [-0.6, 0.0, -0.1], [-0.6, 0.6, 0.3], [1.0, -0.7, -0.4], [0.1, -0.1, -0.3], [0.1, -0.1, 0.0], [-0.2, 0.2, 0.1], [0.0, 0.2, 0.2]]
}

***

{
  "formula": "C2H4ClFO2",
  "method": "wB97M-V/def2-TZVPD",
  "gap_ev": 10.905,
  "e_tot_ha": -789.1035,
  "total_charge": 0,
  "smiles": "O[C@H](F)[C@H](O)Cl",
  "relative_energy_kj_mol": 102.3,
  "elements": ["Cl", "F", "O", "O", "C", "C", "H", "H", "H", "H"],
  "coordinates": [[-1.837499, 0.202552, 0.937037], [0.537523, 0.940680, -1.183383], [-0.972320, -1.290397, -0.933420], [1.003817, 1.290165, 0.882304], [0.807203, 0.269959, 0.088789], [-0.608377, -0.833364, 0.316951], [-0.739444, -0.613018, -1.554361], [0.316494, 1.966930, 0.659106], [-0.160113, -1.553101, 0.937015], [1.652718, -0.380409, -0.150035]],
  "forces_ev_per_a": [[-0.9, 0.3, 1.1], [-0.3, -1.2, 0.1], [0.3, -1.3, 1.0], [-0.1, 1.1, 1.7], [-2.5, -1.7, -2.9], [3.1, 3.7, -2.6], [0.1, 0.8, -0.7], [0.6, -0.8, 0.5], [-0.4, -1.2, 1.1], [0.2, 0.3, 0.7]]
}

***

{
  "formula": "C2H4ClI",
  "method": "wB97M-V/def2-TZVPD",
  "gap_ev": [6.564, 7.918],
  "multiplicity": 3,
  "e_tot_ha": -836.2997,
  "total_charge": 0,
  "relative_energy_kj_mol": 223.2,
  "elements": ["I", "Cl", "C", "C", "H", "H", "H", "H"],
  "coordinates": [[-1.875318, -1.588723, -3.882058], [-0.858858, -0.096238, 0.183933], [0.689239, 0.121603, 0.836172], [0.968317, 0.616688, 2.081098], [1.946585, 0.751888, 2.535941], [1.417886, -0.285829, 0.249460], [-2.439724, -0.390207, -4.694048], [0.151872, 0.870818, 2.689502]],
  "forces_ev_per_a": [[0.4, -0.9, 0.6], [0.1, 0.3, 0.6], [-1.8, -1.6, -5.1], [1.0, 2.3, 5.7], [-0.1, -0.2, -0.6], [1.6, -1.1, -1.5], [-0.4, 0.9, -0.6], [-0.8, 0.3, 0.9]]
}

***

{
  "formula": "C2H4ClN",
  "method": "wB97M-V/def2-TZVPD",
  "gap_ev": [7.958, 7.959],
  "e_tot_ha": -593.3866,
  "total_charge": 0,
  "relative_energy_kj_mol": 405.8,
  "elements": ["Cl", "N", "C", "C", "H", "H", "H", "H"],
  "coordinates": [[-2.501751, -0.087605, 0.261936], [-0.372385, -0.325591, -0.903254], [0.428597, -0.779044, 0.209052], [0.253856, 0.715252, -0.223270], [-0.325477, 1.517778, 0.313819], [1.397561, -1.377745, -0.112255], [0.125132, -0.965401, 1.239199], [0.994468, 1.302353, -0.785224]],
  "forces_ev_per_a": [[2.0, -0.5, -1.4], [-3.4, -0.8, 1.1], [2.6, 1.3, -0.3], [1.2, 1.3, 0.9], [0.4, -1.6, 0.1], [-2.2, 1.3, 0.5], [-0.6, -0.2, -0.6], [0.0, -0.7, -0.3]]
}

***

{
  "formula": "C2H4ClN",
  "method": "wB97M-V/def2-TZVPD",
  "gap_ev": 10.946,
  "e_tot_ha": -593.5079,
  "total_charge": 0,
  "smiles": "C/N=C/Cl",
  "relative_energy_kj_mol": 87.2,
  "elements": ["Cl", "N", "C", "C", "H", "H", "H", "H"],
  "coordinates": [[3.085378, -0.033621, -0.047884], [0.319309, 0.481099, 0.001591], [1.085950, -0.464229, -0.050167], [-1.107486, 0.383948, 0.037485], [-1.500136, 0.950223, -0.805972], [-1.444178, 0.866797, 0.953889], [1.038442, -1.538018, -0.089744], [-1.477282, -0.646202, 0.000803]],
  "forces_ev_per_a": [[-2.6, -0.6, 0.0], [1.0, -0.3, 0.0], [2.4, 1.4, 0.1], [-0.5, -0.2, 0.0], [-0.1, 0.0, 0.0], [-0.1, 0.0, 0.0], [-0.1, -0.3, 0.0], [0.0, 0.1, 0.0]]
}

***

{
  "formula": "C2H4ClN",
  "method": "wB97M-V/def2-TZVPD",
  "gap_ev": 11.195,
  "e_tot_ha": -593.4989,
  "total_charge": 0,
  "smiles": "Cl[C@@H]1CN1",
  "relative_energy_kj_mol": 111.0,
  "elements": ["Cl", "N", "C", "C", "H", "H", "H", "H"],
  "coordinates": [[1.790767, 1.203714, 1.536756], [0.403679, -0.893641, 0.012929], [-0.433222, 0.290445, 0.012737], [1.036282, 0.335692, -0.036758], [-0.899731, 0.604542, 0.939667], [-1.023915, 0.462238, -0.876405], [0.447681, -1.467101, 0.842801], [1.648430, 0.618667, -0.876221]],
  "forces_ev_per_a": [[-0.7, -1.2, -1.6], [0.1, -1.0, 0.0], [-0.4, 0.3, 0.0], [0.7, 1.8, 1.6], [0.1, 0.0, 0.0], [0.0, -0.1, -0.1], [0.0, 0.2, 0.2], [0.1, 0.0, 0.0]]
}

***

{
  "formula": "C2H4ClN2P",
  "method": "wB97M-V/def2-TZVPD",
  "gap_ev": 8.201,
  "e_tot_ha": -989.5715,
  "total_charge": 0,
  "smiles": "ClN1CCN=P1",
  "relative_energy_kj_mol": 278.3,
  "elements": ["Cl", "P", "N", "N", "C", "C", "H", "H", "H", "H"],
  "coordinates": [[2.215452, -1.260235, 1.465918], [1.311114, -0.564976, -1.578551], [1.295494, -0.205635, 0.447926], [-0.140683, -0.083667, -1.699436], [-0.113612, -0.002637, 0.796994], [-0.820317, 0.432754, -0.563191], [-1.816433, 0.098812, -0.540103], [-0.804077, -0.783265, 0.925719], [-0.207419, 0.877347, 1.431887], [-0.919519, 1.491502, -0.687164]],
  "forces_ev_per_a": [[-0.4, 0.0, -0.2], [-0.5, 0.3, 3.2], [-0.2, -0.4, -2.3], [0.6, -0.2, -1.0], [0.4, 2.0, -2.6], [1.0, 0.5, 0.7], [-1.4, -0.7, -0.1], [0.2, -1.9, 1.8], [-0.1, -0.5, 0.6], [0.3, 0.9, 0.0]]
}